Entry 1:
# C30H45BaBrN4OP2

A molecular structure, C30H45BaBrN4OP2 at a distorted geometry (the ωB97M-V functional and the def2-TZVPD basis, OMol25).

The geometry in ORCA input format:
```
! wB97M-V def2-TZVPD RIJCOSX def2/J DEFGRID3
* xyz 2 1
C 1.8861 3.9594 -1.6298
C 0.7972 3.5649 -2.4345
C 0.9670 3.2415 -3.7869
C 2.2644 3.3344 -4.2904
N 3.3088 3.6741 -3.5325
C 3.1309 4.0072 -2.2519
C -0.4723 3.3685 -1.8444
C -1.2983 2.9524 -1.0332
C -2.5023 2.9428 -0.3184
C -3.4805 2.0039 -0.6358
C -4.5389 1.8233 0.2898
C -4.5494 2.6396 1.3559
C -3.6601 3.6277 1.6982
C -2.5931 3.7997 0.7810
Ba -3.6626 1.0848 3.1297
P 1.6103 -0.5889 -0.5975
H 0.1295 2.8903 -4.3979
H 1.7760 4.1684 -0.5625
H 2.4330 3.1039 -5.3426
H 4.0006 4.3113 -1.6725
H -1.7927 4.5267 0.9082
H -3.3441 1.4218 -1.5486
H -3.6275 4.1237 2.6701
H -5.2093 0.9689 0.1807
C 2.3468 -2.2499 -0.1764
C 3.5528 -2.7565 -0.9508
H 1.5080 -2.9517 -0.3085
H 2.5657 -2.2222 0.9009
H 3.7748 -3.7801 -0.6220
H 3.3772 -2.7988 -2.0310
H 4.4577 -2.1666 -0.7661
C 2.1521 -0.2192 -2.3551
C 3.5923 0.1730 -2.6465
H 1.4849 0.6064 -2.6557
H 1.8632 -1.0941 -2.9586
H 3.7031 0.2922 -3.7332
H 3.8589 1.1392 -2.2010
H 4.3210 -0.5826 -2.3292
C 2.6282 0.5925 0.4034
C 4.0875 0.2416 0.6826
H 2.0802 0.6648 1.3591
H 2.5533 1.5821 -0.0760
H 4.5078 0.9928 1.3655
H 4.1964 -0.7370 1.1656
H 4.7077 0.2535 -0.2233
Br -5.3388 0.0133 5.4254
P -1.1421 -1.6533 -1.8205
C -0.2807 -2.9128 -2.9122
C -0.9902 -4.2238 -3.2521
H 0.6633 -3.1371 -2.3837
H -0.0058 -2.3825 -3.8380
H -0.2788 -4.8569 -3.8039
H -1.2961 -4.7846 -2.3564
H -1.8613 -4.0822 -3.9108
C -2.3148 -2.6929 -0.8348
C -3.6226 -3.1359 -1.4845
H -2.5296 -2.0793 0.0569
H -1.7504 -3.5702 -0.4846
H -4.1767 -3.7592 -0.7713
H -4.2757 -2.2946 -1.7414
H -3.4695 -3.7496 -2.3805
C -2.2578 -0.7304 -2.9723
C -2.4737 -1.2709 -4.3798
H -1.8012 0.2719 -3.0237
H -3.2253 -0.6077 -2.4675
H -3.1076 -0.5690 -4.9361
H -1.5361 -1.3632 -4.9380
H -2.9931 -2.2377 -4.3918
C 0.6299 1.0026 6.7402
N 0.4966 0.0008 5.6884
C 1.3140 -1.0901 5.7001
C 1.2150 -2.0192 4.6979
C 0.2372 -1.7836 3.6970
N -0.6107 -0.7503 3.7191
C -0.4839 0.1766 4.7082
O -1.2651 1.1702 4.7553
N 0.1200 -2.6371 2.6460
H 1.0396 1.9416 6.3537
H 1.3236 0.5971 7.4791
H -0.3271 1.2201 7.2172
H 2.0149 -1.1399 6.5318
H 1.8476 -2.8953 4.6286
H 0.7799 -3.3997 2.5412
H -0.4241 -2.3588 1.8347
*
```

E_HOMO (alpha / beta) in Eh: -0.466 / -0.466
Relative energy (zero: lowest compared OMol25 entry of this formula, charge and spin) in kJ/mol: 396.91

=====

Entry 2:
# C30H45BrN4OP2Pb

A molecular structure, C30H45BrN4OP2Pb at a distorted geometry (the ωB97M-V functional and the def2-TZVPD basis, OMol25).

The geometry in ORCA input format:
```
! wB97M-V def2-TZVPD RIJCOSX def2/J DEFGRID3
* xyz 2 1
C 6.8938 -3.2968 -1.7239
C 6.1196 -4.1071 -2.5894
C 6.8435 -5.0756 -3.3165
C 8.2326 -5.1781 -3.1480
N 8.9307 -4.3956 -2.3308
C 8.2804 -3.4833 -1.6253
C 4.6681 -3.9339 -2.6570
C 3.7372 -3.0255 -2.4530
C 3.1107 -1.8200 -1.9417
C 2.9955 -1.6409 -0.5451
C 2.0391 -0.7405 -0.0607
C 1.1625 -0.1655 -0.9733
C 1.5295 -0.0286 -2.3149
C 2.5218 -0.8681 -2.8079
Pb 2.6035 -4.8015 -2.6912
P -0.7710 -2.4651 0.9539
H 6.3338 -5.7444 -4.0072
H 6.4271 -2.5268 -1.1172
H 8.7979 -5.9254 -3.7057
H 8.8879 -2.8682 -0.9647
H 2.8000 -0.8270 -3.8592
H 3.6302 -2.1996 0.1499
H 0.9723 0.6721 -2.9277
H 1.9425 -0.5166 0.9937
C -2.5641 -2.2167 1.3362
C -3.3657 -3.4365 1.7721
H -2.9775 -1.8127 0.3997
H -2.6315 -1.4127 2.0852
H -4.3615 -3.1166 2.1023
H -3.5210 -4.1339 0.9421
H -2.9115 -3.9743 2.6127
C -0.5607 -4.2708 0.6525
C 0.7465 -4.8608 1.1668
H -0.6392 -4.3868 -0.4448
H -1.4296 -4.8047 1.0668
H 0.9259 -5.8045 0.6456
H 1.6032 -4.2081 0.9702
H 0.7106 -5.0733 2.2408
C -0.0033 -2.1857 2.6234
C -0.7116 -2.8785 3.7934
H 0.0423 -1.0916 2.7791
H 1.0394 -2.5424 2.5547
H -0.1572 -2.6762 4.7224
H -1.7306 -2.4954 3.9430
H -0.7524 -3.9732 3.6767
Br -0.4797 0.4967 -0.4414
P -0.7738 -3.1748 -4.6699
C -1.0887 -4.0094 -3.0672
C -2.5055 -4.5663 -2.9734
H -0.8925 -3.2728 -2.2728
H -0.3510 -4.8224 -2.9736
H -2.5845 -5.1907 -2.0797
H -3.2516 -3.7703 -2.8905
H -2.7585 -5.1836 -3.8404
C -1.0397 -1.3938 -4.1910
C -1.8835 -0.6029 -5.1918
H -0.0537 -0.9132 -4.0946
H -1.5173 -1.3753 -3.1994
H -2.2465 0.3023 -4.6909
H -1.3019 -0.2781 -6.0609
H -2.7399 -1.1726 -5.5691
C 1.0418 -3.1743 -4.8279
C 1.6240 -4.2807 -5.7134
H 1.3030 -3.2137 -3.7497
H 1.3571 -2.1729 -5.1439
H 2.6894 -4.0995 -5.9241
H 1.5361 -5.2881 -5.2793
H 1.0990 -4.3109 -6.6830
C 0.3642 3.2107 4.1615
N 0.9303 3.3238 2.8329
C 0.8387 4.4939 2.1601
C 1.2910 4.5542 0.8776
C 1.8282 3.3631 0.3146
N 1.8580 2.2224 0.9646
C 1.3220 2.1364 2.2070
O 1.2123 1.0709 2.8237
N 2.3749 3.3917 -0.9347
H -0.6181 2.7142 4.1232
H 0.2397 4.2158 4.5882
H 1.0058 2.6070 4.8124
H 0.4145 5.3343 2.7097
H 1.3092 5.4731 0.3099
H 2.1608 4.1699 -1.5428
H 2.5751 2.5098 -1.3938
*
```

E_HOMO (alpha / beta) in Eh: -0.479 / -0.479
Relative energy (zero: lowest compared OMol25 entry of this formula, charge and spin) in kJ/mol: 0.00

=====

Which of these has the lowest relative energy (zero: lowest compared OMol25 entry of this formula, charge and spin)? C30H45BrN4OP2Pb

=====

Which value of relative energy (zero: lowest compared OMol25 entry of this formula, charge and spin) does entry 1 give? 396.91 kJ/mol

=====

The highest relative energy (zero: lowest compared OMol25 entry of this formula, charge and spin) belongs to which entry? C30H45BaBrN4OP2

=====

What is the relative energy (zero: lowest compared OMol25 entry of this formula, charge and spin) in the first record? 396.91 kJ/mol